# 1
C8H16N9O3Rh | the ωB97M-V functional and the def2-TZVPD basis

Each line ends with the Mulliken spin population.
Atoms and positions in Å:
Rh 0.12887 -0.42287 0.51882  2.53
N -1.06758 -2.26876 0.83063  0.10
C -2.03754 -2.30163 1.95775  -0.03
C -3.04270 -1.15746 1.96045  0.16
C -2.31597 0.20940 2.40561  0.01
O -2.87294 0.49783 3.48326  0.78
O -1.43645 0.71399 1.72709  0.08
H -1.53216 -2.49138 -0.04732  0.00
H -0.40520 -3.03044 0.96307  0.01
H -1.47335 -2.33255 2.88918  0.01
H -2.61834 -3.22437 1.91999  0.02
H -3.88230 -1.38999 2.60675  0.00
H -3.40943 -0.86939 0.97197  0.01
N 4.26594 -1.76899 3.52507  0.00
N 3.58994 -0.98486 2.66668  0.00
N 4.13149 0.09934 2.15987  0.01
C 3.15833 0.51674 1.35605  0.01
N 2.08679 -0.26384 1.43817  0.12
N 2.38812 -1.25867 2.29294  -0.01
H 5.17649 -1.43962 3.79033  0.00
H 3.75482 -2.51433 3.95895  0.00
H 3.23344 1.39962 0.74372  0.00
C -0.76968 2.64598 -4.31490  0.00
N -0.34694 1.70850 -3.27680  0.01
C 0.39645 0.47972 -3.55613  0.01
C 0.49421 -0.10295 -2.16747  0.02
O 1.00742 -1.14048 -1.79169  0.05
N -0.12810 0.73479 -1.26858  0.10
C -0.63562 1.77142 -1.98290  0.00
N -1.34157 2.74546 -1.42524  0.00
H -0.02207 2.64099 -5.10380  0.00
H -0.80478 3.65685 -3.91366  0.00
H -1.73805 2.37084 -4.72937  0.00
H 1.38520 0.69418 -3.96326  0.00
H -0.13499 -0.18539 -4.23709  0.00
H -1.47204 2.74963 -0.42787  0.00
H -1.70970 3.51266 -1.96029  0.00

* spin multiplicity: 5
* net charge: +2
* strongest force on any atom: 1.04 eV/A
* energy relative to the best compared isomer or geometry (same formula, charge and spin): 0.245 eV
* HOMO (alpha / beta): -0.5708 / -0.5686 Ha
* orbital gap (alpha / beta): 10.3 / 6.1 eV

=====

# 2
C35H52IrP3SSb | the ωB97M-V functional and the def2-TZVPD basis

Each line ends with the Mulliken spin population.
Atoms and positions in Å:
Ir 0.26319 -0.22323 -2.23832  1.18
P -1.98163 0.16789 -2.35916  0.15
P 1.67461 -1.90618 -1.85946  0.05
P 1.05380 1.35455 -3.58213  0.22
H -0.31928 2.32777 1.75633  -0.01
C -0.70034 3.22424 1.25572  0.01
C -1.88300 3.27300 0.62069  0.01
H -2.72714 2.60942 0.84869  0.00
C -2.91808 0.05427 -0.79559  0.13
C -2.88476 -0.96372 -3.50406  -0.01
C -2.53142 1.83413 -2.91180  0.08
C 2.92195 -1.77018 -0.53434  0.09
C 0.76205 -3.43968 -1.47077  0.08
C 2.61595 -2.26553 -3.38806  0.05
C 0.68032 3.06678 -3.05809  0.01
C 0.28450 1.16775 -5.23633  0.02
C 2.85323 1.36900 -3.90982  0.07
H -0.05658 4.10779 1.30742  0.00
H -2.06309 4.00387 -0.17937  0.00
H -2.49923 0.76096 -0.06913  -0.02
H -2.87336 -0.96205 -0.38650  -0.02
H -3.97010 0.31900 -0.97321  0.00
H -2.75285 -1.99932 -3.16483  -0.01
H -2.47047 -0.87577 -4.51682  0.00
H -3.95795 -0.72601 -3.52741  0.01
H -2.10528 2.60172 -2.25457  -0.01
H -3.62775 1.88513 -2.83203  0.01
H -2.24700 2.02490 -3.95378  0.00
H 3.45072 -2.72947 -0.44252  0.01
H 2.43988 -1.52939 0.42174  -0.02
H 3.63663 -0.97046 -0.77200  -0.02
H 1.32838 -4.30084 -1.84708  0.01
H -0.21522 -3.40607 -1.96618  -0.01
H 0.60605 -3.53542 -0.38864  -0.02
H 2.96843 -3.30282 -3.34508  0.01
H 3.47612 -1.58927 -3.47879  0.00
H 1.97028 -2.14265 -4.26640  0.00
H 1.20808 3.75437 -3.73257  0.01
H 1.04391 3.22493 -2.03337  0.04
H -0.39392 3.27419 -3.09252  -0.02
H 0.93281 1.64353 -5.98322  0.00
H -0.70480 1.63773 -5.27369  0.00
H 0.18005 0.10296 -5.47804  0.00
H 3.19836 2.41070 -3.97599  -0.01
H 3.05921 0.85568 -4.86055  0.00
H 3.40361 0.88364 -3.09351  0.01
C 3.38136 3.06421 -0.57927  0.28
C 4.72488 3.08524 -1.05087  0.07
C 5.37469 4.29802 -1.23940  0.05
C 4.73099 5.50547 -0.93478  0.22
C 3.42593 5.49430 -0.42632  0.06
C 2.76050 4.29492 -0.22401  0.08
S 2.53578 1.61935 -0.41818  1.18
H -0.56197 -1.31789 -3.08609  0.04
H 5.21206 2.13007 -1.26164  -0.01
H 6.40127 4.30458 -1.61399  0.01
H 5.25314 6.45162 -1.07789  0.00
H 2.92720 6.42705 -0.17294  0.01
H 1.76540 4.24936 0.21020  0.00
C -2.55264 -5.99047 2.43740  0.04
C -2.80824 -5.27013 1.26312  0.01
C -2.30260 -3.97104 1.11270  0.01
C -1.56808 -3.38506 2.15120  0.12
C -1.30495 -4.10064 3.32241  0.02
C -1.80029 -5.40658 3.46421  0.00
Sb -0.89267 -1.32000 1.90897  0.29
C -2.62510 -0.39884 2.91521  0.16
C -2.59280 0.97442 3.16964  0.00
C -3.73379 1.63923 3.63758  0.00
C -4.90763 0.91900 3.89369  0.04
C -4.92521 -0.46566 3.68821  0.00
C -3.78418 -1.12600 3.20450  0.00
C 0.59862 -1.31762 3.49644  0.11
C 0.43361 -0.54363 4.64819  0.02
C 1.47251 -0.47077 5.58935  0.00
C 2.66741 -1.17251 5.37761  0.07
C 2.81444 -1.96946 4.23450  -0.01
C 1.77297 -2.05581 3.29861  0.03
H -2.93881 -7.00470 2.54874  0.00
H -3.39834 -5.71805 0.46046  0.00
H -2.49678 -3.42488 0.18617  0.01
H -0.72153 -3.65825 4.13196  0.01
H -1.59422 -5.96508 4.37938  0.00
H -1.69084 1.55879 2.98182  0.00
H -3.70371 2.71943 3.79351  0.00
H -5.79859 1.43660 4.25364  0.00
H -5.83117 -1.03685 3.90046  0.00
H -3.81288 -2.20655 3.05202  0.00
H -0.49499 0.00383 4.82556  0.01
H 1.34727 0.14140 6.48410  0.00
H 3.48159 -1.09833 6.10044  0.00
H 3.73997 -2.52272 4.06395  0.00
H 1.89155 -2.70119 2.42463  0.00

* spin multiplicity: 6
* net charge: +4
* strongest force on any atom: 3.54 eV/A
* energy relative to the best compared isomer or geometry (same formula, charge and spin): 0.000 eV
* HOMO (alpha / beta): -0.6652 / -0.6593 Ha
* orbital gap (alpha / beta): 6.5 / 3.5 eV

=====

# 3
C40H81BN3O14 | the ωB97M-V functional and the def2-TZVPD basis

Each line ends with the Mulliken charge.
Atoms and positions in Å:
O -3.99347 -1.92461 2.35189  -0.59
C -3.65599 -1.43265 1.31614  0.65
O -2.44835 -1.05599 0.94563  -0.28
B -2.50129 -0.48588 -0.41406  1.29
O -3.92946 -0.58481 -0.81908  -0.60
C -4.64770 -1.06892 0.17307  0.55
O -5.83566 -1.16754 0.21833  -0.63
O -1.66774 -1.26487 -1.36831  -0.17
C -0.73333 -0.48949 -1.86185  0.88
O 0.07048 -0.76842 -2.70992  -0.93
C -0.87758 0.89620 -1.17583  0.17
O -1.98808 0.86928 -0.48886  -0.67
O -0.17920 1.84785 -1.36519  -0.46
C -8.15411 -3.66572 4.72926  -1.39
C -6.71994 -3.57671 4.24587  0.74
C -6.60151 -4.10941 2.81475  -1.09
O -6.28131 -2.21373 4.35962  -0.57
H -8.77534 -4.42125 4.24663  0.35
H -8.65857 -2.69847 4.70244  0.34
H -8.19849 -3.91216 5.79775  0.33
H -6.10665 -4.17560 4.92568  0.15
H -6.40206 -5.18374 2.75681  0.40
H -5.74114 -3.67856 2.29624  0.05
H -7.47537 -3.94093 2.18361  0.36
H -5.92070 -2.02113 3.48199  0.36
C 0.18976 2.07087 -6.76306  -0.57
C -0.25799 1.36351 -5.52621  0.76
C -1.54856 0.54095 -5.66566  -1.37
O 0.82248 0.72378 -4.82966  -0.54
H -0.70535 2.49783 -7.22754  0.39
H 0.62816 1.39295 -7.49896  0.33
H 0.86220 2.91109 -6.59720  -0.22
H -0.54725 2.08206 -4.73733  0.17
H -1.84386 -0.08046 -4.82302  0.23
H -1.45731 -0.14024 -6.52174  0.34
H -2.34206 1.25356 -5.89586  0.38
H 0.45236 0.25107 -4.04516  0.39
C -3.43082 1.42804 4.12608  -1.39
C -2.13832 0.86249 4.69115  1.36
C -2.19346 0.27903 6.09344  -1.50
O -1.63344 -0.14535 3.79805  -0.45
H -3.53379 2.50142 4.30991  0.39
H -4.35646 0.90619 4.38353  0.33
H -3.48142 1.40675 3.03014  0.38
H -1.32698 1.59890 4.65921  -0.32
H -2.44492 1.06908 6.81553  0.40
H -1.17767 0.06210 6.42947  0.35
H -2.88808 -0.55221 6.17841  0.30
H -2.36861 -0.52137 3.30470  -0.01
C -3.83591 -6.32435 0.03111  -1.50
C -2.40031 -6.42698 0.54622  2.06
C -1.82772 -7.76433 0.00760  -1.19
C -1.38945 -7.72516 -1.43469  -0.71
C -0.43746 -6.54614 -1.73091  -1.21
C -1.04639 -5.19438 -1.26927  1.88
N -1.49438 -5.33175 0.13090  -0.40
O -2.04603 -4.11783 0.63080  -0.06
C 0.13050 -4.21670 -1.19625  -1.84
C -2.10343 -4.75875 -2.29110  -1.49
C -2.34370 -6.51036 2.06279  -2.07
H -3.86858 -6.56378 -1.03435  0.35
H -4.24611 -5.31565 0.13147  0.13
H -4.52998 -6.99686 0.53460  0.48
H -0.97163 -8.15321 0.56687  0.37
H -2.63499 -8.49306 0.12797  0.41
H -2.23547 -7.67191 -2.12713  0.31
H -0.86947 -8.65223 -1.69115  0.38
H -0.36122 -6.45137 -2.81489  0.43
H 0.52843 -6.77066 -1.28034  0.39
H -0.13945 -3.24518 -0.79621  0.08
H 0.89095 -4.60283 -0.51149  0.41
H 0.66031 -4.10888 -2.14513  0.50
H -2.58741 -5.61109 -2.76769  0.37
H -2.86338 -4.19289 -1.74940  0.05
H -1.65643 -4.14366 -3.06906  0.54
H -1.29299 -6.50426 2.35641  0.47
H -2.79738 -7.40984 2.48344  0.39
H -2.83400 -5.65131 2.52393  0.28
H -2.85287 -3.97417 0.10701  0.04
C 6.05974 2.39713 -4.04051  -2.19
C 4.80761 2.79239 -3.24039  1.87
C 5.25013 4.02418 -2.40048  -1.29
C 4.06701 4.81311 -1.84613  0.26
C 3.30861 5.37898 -3.06706  -1.79
C 2.80304 4.34492 -4.07612  2.75
N 3.80065 3.23035 -4.21347  0.23
O 3.33706 2.19030 -5.03927  -0.46
C 1.50909 3.76890 -3.51956  -1.64
C 2.61917 4.94730 -5.44665  -2.07
C 4.31165 1.64719 -2.36930  -1.75
H 6.89946 2.16191 -3.37283  0.42
H 6.44195 3.26387 -4.57766  0.47
H 5.87892 1.51266 -4.64869  0.37
H 5.69368 3.56182 -1.50760  0.40
H 6.03180 4.66739 -2.79741  0.43
H 4.43612 5.68697 -1.30515  0.41
H 3.41352 4.27119 -1.16315  -0.16
H 4.08292 5.94796 -3.59785  0.35
H 2.56322 6.07920 -2.68864  0.51
H 1.46840 3.31987 -2.52538  0.21
H 0.72175 4.52323 -3.40496  0.62
H 1.18401 3.02369 -4.25232  -0.29
H 2.11416 4.24303 -6.11116  0.04
H 1.94047 5.80204 -5.37901  0.34
H 3.57721 5.21439 -5.88707  0.49
H 3.45620 1.88048 -1.73956  0.07
H 5.14604 1.35478 -1.72189  0.53
H 4.16349 0.77324 -3.00473  0.50
H 2.58933 1.77325 -4.56895  0.32
C 4.68470 5.07578 1.81682  -1.81
C 4.12560 4.05786 2.83220  1.15
C 3.43698 4.79299 3.99328  -1.18
C 2.53766 3.89535 4.85100  -1.10
C 1.51696 3.14175 4.03284  -0.62
C 2.09919 2.38807 2.81652  1.71
N 3.17257 3.18577 2.15123  0.74
O 3.76787 2.46017 1.11070  -0.41
C 2.68106 1.00747 3.23085  -1.73
C 0.97428 2.22093 1.79635  -2.07
C 5.36885 3.36127 3.42365  -1.65
H 3.97985 5.72879 1.30934  0.39
H 5.37112 5.66881 2.43618  0.47
H 5.38964 4.57225 1.15475  0.28
H 4.16230 5.22070 4.68775  0.42
H 2.91963 5.63318 3.51521  0.40
H 3.22734 3.18992 5.33205  0.32
H 2.12210 4.43408 5.70457  0.47
H 0.70658 3.77341 3.66906  0.52
H 1.15149 2.43766 4.78772  0.15
H 1.87062 0.57043 3.82479  0.40
H 3.50218 1.09005 3.93890  0.44
H 2.86229 0.43166 2.33069  0.29
H 0.71268 3.14337 1.26392  0.50
H 0.04938 2.01003 2.33924  0.12
H 1.16748 1.54990 0.96085  0.33
H 5.93726 2.96216 2.57570  0.37
H 6.00474 4.00574 4.02086  0.41
H 5.03967 2.45300 3.93151  0.35
H 3.38145 2.83654 0.31158  0.12

* net charge: -1
* strongest force on any atom: 3.21 eV/A
* energy relative to the best compared isomer or geometry (same formula, charge and spin): 0.000 eV
* HOMO: -0.2095 Ha
* orbital gap: 8.1 eV